Entry from OMol25: 9 unconnected molecules or ions with the total composition H18O9 at a distorted geometry (ωB97M-V with the def2-TZVPD basis set).

Each line ends with the Löwdin charge.
Geometry (Å):
O: 2.198 -0.246 -2.386  -0.07
H: 1.608 0.453 -2.046  -0.01
H: 2.284 -0.989 -1.787  0.01
O: -1.400 -0.075 3.314  -0.02
H: -1.522 -0.997 3.073  0.04
H: -0.573 0.088 3.003  -0.06
O: -0.707 -1.237 -3.056  -0.05
H: -1.275 -1.227 -2.293  -0.04
H: -0.003 -1.840 -2.833  0.02
O: 0.453 -0.479 0.984  -0.01
H: 0.513 0.384 0.636  -0.02
H: -0.055 -0.886 0.323  -0.01
O: 1.038 1.752 -1.012  -0.02
H: 1.173 2.301 -0.245  0.04
H: 0.146 1.502 -0.877  -0.03
O: -0.324 2.343 1.691  -0.03
H: -1.060 2.529 2.267  0.05
H: 0.356 3.032 1.720  0.07
O: 3.270 -1.093 0.835  -0.02
H: 3.411 -1.903 1.259  0.00
H: 2.338 -0.974 0.837  -0.04
O: -1.585 -1.818 -0.497  0.00
H: -1.936 -2.590 -0.089  0.07
H: -2.259 -1.255 -0.207  0.03
O: -1.664 1.206 -0.933  0.04
H: -2.176 0.624 -1.432  0.02
H: -2.249 1.396 -0.250  0.03

Summary:
LUMO level ... -0.44 eV
Structure (SMILES) ... O.O.O.O.O.O.O.O.O
Gap between HOMO and LUMO ... 9.5 eV
Highest occupied orbital energy ... -9.95 eV
Energy above the lowest of the compared OMol25 structures with the same formula, charge and spin ... 291.46 kJ/mol
Molar mass ... 162.14 g mol⁻¹
Spin multiplicity ... 1

---

Entry from OMol25: a molecular structure, C20H41IrN2OP3 at a distorted geometry (ωB97M-V with the def2-TZVPD basis set).

Each line ends with the Mulliken spin population.
Geometry (Å):
Ir: 1.286 -0.266 1.573  1.82
P: 0.330 1.691 2.133  0.16
P: 1.872 -1.226 3.462  0.15
P: -1.093 1.761 -3.306  0.01
H: -0.957 -1.417 2.419  0.06
C: -0.545 -1.057 1.477  0.04
C: 0.424 -1.857 0.742  0.22
H: 0.718 -2.832 1.128  0.01
C: -1.452 1.568 2.509  0.00
C: 1.138 2.433 3.588  0.05
C: 0.335 2.949 0.816  0.09
C: 2.253 -2.992 3.519  0.06
C: 3.457 -0.434 3.881  0.04
C: 0.776 -0.999 4.902  0.06
C: -1.509 1.678 -5.047  0.00
C: 0.253 2.865 -2.910  0.00
C: -2.417 2.211 -2.187  0.00
H: -1.264 -0.544 0.818  0.02
H: 0.273 -1.780 -0.347  0.00
H: -1.792 2.507 2.962  0.01
H: -1.654 0.742 3.199  0.00
H: -2.014 1.394 1.582  -0.01
H: 0.566 3.320 3.889  0.01
H: 2.161 2.730 3.323  0.00
H: 1.178 1.722 4.423  0.00
H: 0.045 3.917 1.251  0.01
H: -0.392 2.669 0.043  -0.04
H: 1.324 3.045 0.354  -0.01
H: 2.277 -3.299 4.573  0.01
H: 3.238 -3.154 3.065  -0.01
H: 1.506 -3.591 2.991  0.00
H: 3.427 -0.090 4.919  0.01
H: 3.652 0.414 3.215  0.02
H: 4.261 -1.168 3.749  0.00
H: 0.950 -1.836 5.594  0.01
H: -0.278 -1.016 4.600  0.00
H: 0.995 -0.053 5.413  -0.01
H: -1.389 2.652 -5.529  0.00
H: -2.538 1.314 -5.197  0.00
H: -0.814 0.960 -5.510  0.00
H: 0.817 3.132 -3.807  0.00
H: 0.911 2.353 -2.196  0.00
H: -0.147 3.774 -2.444  0.00
H: -3.360 2.424 -2.705  0.00
H: -2.149 3.092 -1.591  0.00
H: -2.550 1.341 -1.533  0.00
C: -2.590 -1.973 -2.556  0.19
C: -3.962 -1.857 -2.090  0.32
C: -4.956 -2.632 -2.670  0.27
C: -4.612 -3.633 -3.593  0.17
C: -3.265 -3.942 -3.842  0.29
C: -2.263 -3.168 -3.294  0.30
O: -1.724 -1.054 -2.347  0.41
H: -0.762 0.406 -2.952  0.00
H: -4.189 -1.038 -1.412  0.02
H: -5.993 -2.477 -2.370  0.01
H: -5.389 -4.223 -4.074  0.01
H: -2.995 -4.772 -4.491  0.01
H: -1.208 -3.360 -3.472  0.00
N: 3.284 1.217 -0.189  0.01
C: 4.052 1.087 -1.293  0.05
C: 3.908 -0.223 -1.729  0.00
C: 3.034 -0.860 -0.846  0.04
N: 2.661 0.050 0.092  0.10
H: 3.199 2.050 0.398  0.02
H: 4.627 1.909 -1.680  0.00
H: 4.377 -0.685 -2.585  0.00
H: 2.658 -1.869 -0.808  0.00

Summary:
LUMO level (alpha / beta) ... -11.42 / -15.78 eV
Total charge ... +4
Gap between HOMO and LUMO (alpha / beta) ... 6.3 / 4.6 eV
Highest occupied orbital energy (alpha / beta) ... -17.68 / -20.39 eV
Energy above the lowest of the compared OMol25 structures with the same formula, charge and spin ... 0.00 kJ/mol
Molar mass ... 610.70 g mol⁻¹
Spin multiplicity ... 6

---

Entry from OMol25: C4H6N2S in the gas phase at a distorted geometry (ωB97M-V with the def2-TZVPD basis set).

Each line ends with the Löwdin charge.
Geometry (Å):
C: -0.391 0.139 0.198  -0.36
C: -0.725 1.104 -0.878  -0.37
C: 0.180 -1.070 -0.595  -0.54
C: 0.432 0.748 1.374  -0.04
N: 0.459 -2.139 0.014  0.12
N: 0.236 -0.897 -1.979  -0.33
S: -0.389 0.505 -2.378  1.04
H: -1.319 -0.225 0.664  0.15
H: -1.138 2.076 -0.731  0.06
H: 1.387 1.098 0.980  0.08
H: -0.095 1.588 1.811  0.07
H: 0.637 -0.019 2.111  0.07
H: 0.727 -2.908 -0.592  0.05

Summary:
LUMO level (alpha / beta) ... -0.70 / -0.70 eV
Gap between HOMO and LUMO (alpha / beta) ... 7.6 / 7.6 eV
Highest occupied orbital energy (alpha / beta) ... -8.30 / -8.30 eV
Energy above the lowest of the compared OMol25 structures with the same formula, charge and spin ... 208.87 kJ/mol
Molar mass ... 114.17 g mol⁻¹
Spin multiplicity ... 1

---

Entry from OMol25: a molecular structure, O4P2S at a distorted geometry (ωB97M-V with the def2-TZVPD basis set).

Each line ends with the Löwdin charge.
Geometry (Å):
O: -0.548 0.520 0.554  -0.58
O: -2.922 0.874 0.026  -0.53
O: 1.387 -1.282 1.046  -0.54
O: 0.643 -0.964 -1.336  -0.54
P: -1.822 -0.038 -0.165  0.62
P: 0.972 -0.308 -0.032  -0.29
S: 2.290 1.198 -0.093  -0.14

Summary:
LUMO level ... 6.25 eV
Total charge ... -2
Gap between HOMO and LUMO ... 5.7 eV
Highest occupied orbital energy ... 0.52 eV
Energy above the lowest of the compared OMol25 structures with the same formula, charge and spin ... 81.95 kJ/mol
Molar mass ... 158.01 g mol⁻¹
Spin multiplicity ... 1

---

Entry from OMol25: a molecular structure, C19H22AuBr2N5O2P (ωB97M-V with the def2-TZVPD basis set).

Each line ends with the Löwdin charge.
Geometry (Å):
Au: 0.688 -0.937 -0.572  1.15
N: -6.039 1.551 6.797  0.21
C: -5.277 1.289 5.980  -0.15
C: -4.323 0.963 4.957  -0.19
C: -4.737 0.267 3.822  0.01
C: -3.818 -0.053 2.839  -0.01
C: -2.487 0.341 2.979  -0.20
C: -2.077 1.050 4.109  -0.01
C: -2.991 1.347 5.104  0.02
C: -1.499 -0.034 1.949  -0.01
C: -1.227 -1.384 1.743  -0.21
C: -1.682 -2.477 2.499  0.06
C: -1.020 -3.614 2.064  0.00
C: -0.172 -3.215 1.045  -0.13
N: -0.292 -1.883 0.833  -0.13
C: -0.819 0.973 1.258  -0.22
C: -0.952 2.358 1.418  0.05
C: -0.048 2.983 0.570  -0.01
C: 0.614 1.986 -0.125  -0.11
N: 0.148 0.773 0.272  -0.10
H: -5.775 -0.019 3.718  0.14
H: -4.140 -0.589 1.955  0.13
H: -1.040 1.340 4.227  0.13
H: -2.680 1.873 5.995  0.14
H: -2.389 -2.402 3.310  0.14
H: -1.116 -4.617 2.443  0.13
H: 0.522 -3.818 0.489  0.07
H: -1.648 2.828 2.094  0.14
H: 0.114 4.041 0.448  0.13
H: 1.369 2.092 -0.882  0.08
Br: 3.636 -3.073 -0.819  0.69
C: 2.232 -4.087 -1.606  -0.92
Br: 0.710 -2.954 -2.147  0.78
H: 1.848 -4.795 -0.882  0.02
H: 2.565 -4.578 -2.515  0.03
N: 0.496 1.688 -5.067  0.17
C: 1.170 0.404 -4.650  -0.14
P: 2.248 0.815 -3.197  0.46
O: 2.229 2.298 -3.123  -0.30
O: 1.903 -0.010 -1.970  -0.52
C: 3.980 0.358 -3.629  -0.16
N: 4.878 1.152 -2.719  0.18
H: 0.939 2.462 -4.529  0.13
H: -0.505 1.690 -4.862  0.18
H: 0.601 1.877 -6.067  0.18
H: 1.762 0.039 -5.489  0.12
H: 0.422 -0.347 -4.413  0.10
H: 4.201 0.685 -4.644  0.12
H: 4.200 -0.702 -3.523  0.11
H: 4.858 0.805 -1.756  0.18
H: 4.568 2.134 -2.700  0.16
H: 5.852 1.128 -3.036  0.19

Summary:
LUMO level ... -10.82 eV
Total charge ... +3
Gap between HOMO and LUMO ... 4.9 eV
Highest occupied orbital energy ... -15.76 eV
Energy above the lowest of the compared OMol25 structures with the same formula, charge and spin ... 6.08 kJ/mol
Molar mass ... 740.17 g mol⁻¹
Spin multiplicity ... 1

---

Entry from OMol25: C4H6O2 in the gas phase at a distorted geometry (ωB97M-V with the def2-TZVPD basis set).

Each line ends with the Löwdin charge.
Geometry (Å):
C: -2.346 -0.064 -0.165  -0.41
C: -0.956 0.085 0.248  -0.35
C: -0.225 1.331 0.286  -0.05
C: 0.024 -1.420 0.064  0.06
O: -3.251 -0.024 -0.947  0.14
O: -2.091 -0.071 1.175  0.10
H: 0.756 1.232 0.849  0.10
H: -0.950 2.258 0.657  0.16
H: 0.031 1.616 -0.716  0.07
H: -0.106 -1.556 -1.015  0.07
H: -0.528 -2.298 0.391  0.06
H: 0.838 -1.185 0.687  0.04

Summary:
LUMO level ... 0.73 eV
Structure (SMILES) ... CC1(C)OC1=O
Gap between HOMO and LUMO ... 10.7 eV
Highest occupied orbital energy ... -9.96 eV
Energy above the lowest of the compared OMol25 structures with the same formula, charge and spin ... 283.56 kJ/mol
Molar mass ... 86.09 g mol⁻¹
Spin multiplicity ... 1